# 1
Below is a molecular structure, C4H3InO2 in a non-equilibrium geometry, with properties calculated with ωB97M-V with the def2-TZVPD basis set.

ORCA input file:
```
! wB97M-V def2-TZVPD RIJCOSX def2/J DEFGRID3
* xyz 1 2
O 0.582 1.623 1.798
C -0.145 1.500 0.686
C 0.155 0.537 -0.269
C -0.433 -0.751 -0.157
C -0.288 -1.734 -1.160
O 0.789 -2.230 -1.586
H 0.928 0.771 -1.024
H -1.236 -2.176 -1.548
In -0.953 -0.184 2.169
H 0.600 2.643 1.091
*
```

Computed properties:
HOMO-LUMO gap (spin up / spin down)	7.1790 / 5.8051	eV
LUMO level (spin up / spin down)	-0.2477 / -0.2902	Ha
⟨S²⟩	0.889
HOMO energy (spin up / spin down)	-13.92 / -13.70	eV
energy relative to the best compared isomer or geometry (same formula, charge and spin)	120.80	kcal/mol
M	197.9	g mol⁻¹

=====

# 2
Below is 4 unconnected molecules or ions with the total composition C59H54F2O13P2S in a non-equilibrium geometry, with properties calculated with ωB97M-V with the def2-TZVPD basis set.

ORCA input file:
```
! wB97M-V def2-TZVPD RIJCOSX def2/J DEFGRID3
* xyz 0 1
C 6.989 -4.138 1.124
C 6.963 -3.955 -0.384
O 6.199 -4.567 -1.015
O 7.832 -3.138 -1.052
C 7.897 -1.807 -0.538
C 7.648 -0.711 -1.606
C 7.651 -1.188 -3.083
C 6.273 -0.890 -3.733
C 5.226 -1.853 -3.132
C 3.760 -1.361 -3.110
C 3.398 -0.406 -1.914
C 3.720 1.020 -2.409
C 4.814 1.754 -1.603
F 2.594 1.854 -2.378
O 4.128 -0.850 -0.779
C 3.645 -2.077 -0.378
O 4.285 -2.868 0.137
C 2.108 -2.076 -0.705
P 1.315 -3.658 -1.212
O 2.133 -4.735 -0.647
O -0.144 -3.820 -0.560
O 1.241 -3.902 -2.804
C 1.932 -0.754 -1.509
C 1.139 0.195 -0.533
C 1.992 0.993 0.476
C 2.382 0.234 1.755
F 2.327 1.118 2.833
P 0.781 -0.747 -3.002
S -1.018 -1.233 -2.427
H 6.055 -3.717 1.524
H 6.999 -5.188 1.414
H 7.804 -3.569 1.585
H 7.126 -1.681 0.237
H 8.842 -1.589 -0.019
H 8.407 0.071 -1.492
H 6.683 -0.242 -1.384
H 8.362 -0.550 -3.629
H 7.980 -2.216 -3.247
H 6.387 -1.063 -4.810
H 6.081 0.173 -3.559
H 5.600 -2.185 -2.158
H 5.233 -2.745 -3.773
H 3.144 -2.269 -3.099
H 3.556 -0.902 -4.087
H 4.052 1.046 -3.446
H 4.547 2.818 -1.626
H 5.809 1.666 -2.042
H 4.842 1.469 -0.548
H 1.690 -1.943 0.305
H -0.210 -4.785 -0.453
H 2.110 -4.150 -3.153
H 0.622 0.942 -1.152
H 0.338 -0.319 0.005
H 1.373 1.837 0.808
H 2.899 1.434 0.060
H 1.701 -0.594 1.996
H 3.413 -0.141 1.721
H 1.198 -1.637 -4.010
H 0.749 0.568 -3.531
O -2.827 2.776 -1.804
C -3.578 3.363 -2.559
C -4.128 2.687 -3.763
C -3.794 1.362 -4.015
C -4.331 0.710 -5.112
C -5.206 1.379 -5.963
C -5.530 2.705 -5.725
C -4.989 3.366 -4.630
C -5.331 4.794 -4.396
O -6.035 5.401 -5.177
C -4.796 5.463 -3.178
C -5.135 6.786 -2.922
C -4.672 7.409 -1.774
C -3.869 6.712 -0.877
C -3.516 5.399 -1.137
C -3.973 4.770 -2.289
H -3.118 0.835 -3.352
H -4.072 -0.324 -5.304
H -5.635 0.864 -6.813
H -6.207 3.225 -6.390
H -5.764 7.327 -3.616
H -4.941 8.438 -1.574
H -3.517 7.197 0.025
H -2.889 4.862 -0.438
O -10.044 3.592 2.860
C -9.775 3.374 1.696
C -10.856 3.191 0.689
C -12.183 3.294 1.086
C -13.197 3.164 0.151
C -12.888 2.933 -1.186
C -11.568 2.813 -1.584
C -10.547 2.936 -0.649
C -9.133 2.787 -1.087
O -8.867 2.512 -2.239
C -8.053 2.990 -0.084
C -6.727 2.890 -0.483
C -5.711 3.109 0.432
C -6.015 3.429 1.751
C -7.337 3.515 2.158
C -8.361 3.291 1.244
H -12.424 3.479 2.124
H -14.230 3.249 0.462
H -13.682 2.844 -1.917
H -11.329 2.628 -2.623
H -6.487 2.646 -1.511
H -4.678 3.034 0.116
H -5.219 3.609 2.463
H -7.572 3.760 3.185
O 1.179 -4.363 6.472
C 2.387 -4.258 6.398
C 3.221 -4.220 7.631
C 2.609 -4.327 8.874
C 3.378 -4.331 10.025
C 4.763 -4.230 9.941
C 5.377 -4.106 8.706
C 4.609 -4.094 7.547
C 5.279 -3.942 6.228
O 6.481 -3.779 6.159
C 4.448 -4.000 4.997
C 5.061 -3.896 3.753
C 4.302 -3.980 2.596
C 2.926 -4.172 2.677
C 2.308 -4.263 3.914
C 3.064 -4.173 5.078
H 1.533 -4.411 8.940
H 2.900 -4.420 10.992
H 5.364 -4.246 10.842
H 6.453 -4.021 8.641
H 6.132 -3.752 3.690
H 4.780 -3.904 1.632
H 2.339 -4.249 1.768
H 1.238 -4.409 3.974
*
```

Computed properties:
HOMO-LUMO gap	7.9811	eV
LUMO level	-0.0353	Ha
SMILES	CC(=O)OCCCCCC[C@]1([C@H](C)F)OC(=O)[C@H](P(=O)(O)O)[C@]1(CCCF)[PH2]=S.O=C1c2ccccc2C(=O)c2ccccc21.O=C1c2ccccc2C(=O)c2ccccc21.O=C1c2ccccc2C(=O)c2ccccc21
HOMO energy	-8.94	eV
M	1103.1	g mol⁻¹

=====

# 3
Below is a molecular structure, C22H15Cl2N5O3S3Ti in a non-equilibrium geometry, with properties calculated with ωB97M-V with the def2-TZVPD basis set.

ORCA input file:
```
! wB97M-V def2-TZVPD RIJCOSX def2/J DEFGRID3
* xyz 2 1
Ti -0.210 0.091 -1.089
Cl -4.040 6.374 0.044
C -3.186 4.855 -0.030
C -2.905 4.236 1.195
C -2.179 3.069 1.233
Cl -1.819 2.298 2.751
C -1.723 2.474 0.058
O -1.013 1.358 0.041
C -2.092 3.071 -1.165
C -1.688 2.445 -2.395
O -1.039 1.394 -2.511
C -2.793 4.258 -1.207
H -3.254 4.699 2.128
H -1.982 2.944 -3.309
H -3.028 4.689 -2.188
S 1.525 -3.444 5.483
N 2.304 -2.278 4.677
C 1.558 -1.946 3.645
C 1.904 -0.941 2.651
C 3.022 -0.091 2.779
C 3.244 0.804 1.763
C 2.407 0.791 0.630
N 1.336 -0.014 0.516
C 1.080 -0.832 1.548
C -0.161 -1.600 1.442
N -0.923 -1.329 0.349
C -2.091 -1.970 0.271
C -2.552 -2.879 1.212
C -1.801 -3.138 2.328
C -0.583 -2.469 2.451
C 0.355 -2.670 3.542
N 0.205 -3.517 4.522
H 3.647 -0.168 3.655
H 4.040 1.546 1.719
H 2.569 1.464 -0.194
H -2.679 -1.785 -0.629
H -3.505 -3.393 1.036
H -2.148 -3.830 3.085
S -2.311 -2.695 -4.007
C -1.405 -1.815 -3.092
N -0.700 -1.233 -2.306
C 2.301 -0.172 -4.456
S 2.789 -0.069 -2.737
C 2.839 -1.838 -2.288
O 1.485 0.457 -2.037
H 1.372 -0.755 -4.544
H 3.081 -0.667 -5.058
H 2.159 0.820 -4.871
H 3.321 -2.416 -3.093
H 1.810 -2.233 -2.155
H 3.456 -1.950 -1.392
*
```

Computed properties:
HOMO-LUMO gap	6.7611	eV
LUMO level	-0.2650	Ha
HOMO energy	-13.97	eV
energy relative to the best compared isomer or geometry (same formula, charge and spin)	3.38	kcal/mol
M	612.4	g mol⁻¹

=====

# 4
Below is a single C21H22FN3O2 molecule, with properties calculated with ωB97M-V with the def2-TZVPD basis set.

ORCA input file:
```
! wB97M-V def2-TZVPD RIJCOSX def2/J DEFGRID3
* xyz 0 1
C -7.425 -0.852 -1.816
O -6.828 -1.599 -0.788
C -5.620 -1.178 -0.300
C -5.103 -1.975 0.740
C -3.900 -1.691 1.338
C -3.198 -0.581 0.882
N -1.985 -0.076 1.258
C -1.732 1.066 0.522
C -0.527 1.895 0.741
O -0.597 3.092 0.961
N 0.668 1.239 0.718
C 0.878 -0.055 0.099
C 2.236 -0.615 0.513
N 3.297 0.256 0.055
C 4.526 -0.213 -0.333
C 5.341 0.513 -1.213
C 6.587 0.058 -1.596
C 7.076 -1.149 -1.129
C 6.300 -1.891 -0.255
C 5.064 -1.422 0.134
F 4.375 -2.180 1.035
C 2.946 1.651 -0.084
C 1.879 2.007 0.943
C -2.762 1.286 -0.357
C -2.871 2.391 -1.349
C -3.703 0.232 -0.156
C -4.928 -0.074 -0.756
H -6.803 -0.837 -2.718
H -7.630 0.177 -1.500
H -8.366 -1.353 -2.038
H -5.691 -2.823 1.054
H -3.515 -2.309 2.136
H -1.473 -0.351 2.080
H 0.843 0.039 -0.995
H 0.096 -0.755 0.396
H 2.265 -0.737 1.605
H 2.350 -1.602 0.059
H 4.981 1.446 -1.615
H 7.177 0.652 -2.277
H 8.046 -1.508 -1.432
H 6.646 -2.829 0.149
H 3.832 2.265 0.102
H 2.573 1.879 -1.094
H 1.616 3.066 0.878
H 2.260 1.805 1.952
H -3.858 2.847 -1.292
H -2.123 3.151 -1.143
H -2.730 2.016 -2.363
H -5.301 0.552 -1.550
*
```

Computed properties:
HOMO-LUMO gap	8.4361	eV
LUMO level	0.0209	Ha
SMILES	COc1ccc2[nH]c(C(=O)N3CCN(c4ccccc4F)CC3)c(C)c2c1
HOMO energy	-7.87	eV
energy relative to the best compared isomer or geometry (same formula, charge and spin)	17.43	kcal/mol
M	367.4	g mol⁻¹

=====

Among the records above, which one has the lowest M? C4H3InO2

=====

Look up the M of the fourth one. 367.4 g mol⁻¹

=====

What is the formula in the second record? C59H54F2O13P2S